The following is a DFT calculation (wB97M-V/def2-TZVPD) of a structure of composition C49H41BrIN7O4PbS.

Each line ends with the Löwdin charge.
CARTESIAN COORDINATES (ANGSTROEM)
Pb 13.1616 11.1197 11.0339  1.2826
C 11.1008 6.1881 10.1391  -0.0520
C 11.1043 7.1911 9.0052  -0.2610
N 11.1653 6.6739 7.7663  0.0842
C 10.9587 7.5768 6.7913  -0.1787
C 10.7370 8.9407 6.9107  -0.1649
C 10.7460 9.7639 5.6106  -0.1956
O 9.6608 10.7165 5.6121  -0.0901
C 10.7849 9.5084 8.2162  -0.1018
C 10.6706 10.9065 8.3641  -0.0856
N 11.2654 11.6571 9.2606  -0.0823
C 11.1004 13.0277 9.1340  -0.4150
C 9.9126 13.6871 9.5300  -0.0566
C 9.8567 15.0501 9.7532  -0.0952
C 11.0224 15.8474 9.5632  -0.0926
C 12.2339 15.2629 9.1657  -0.1131
C 12.2551 13.8252 8.9795  -0.6486
I 13.9030 12.9480 8.0685  0.9039
C 10.9144 8.5945 9.3356  -0.3634
O 10.7653 8.9366 10.5390  -0.0838
H 10.3629 6.4761 10.8716  0.0549
H 12.1344 6.1928 10.5897  0.0874
H 10.8959 5.1483 9.6911  0.0872
H 11.0972 7.1705 5.7743  0.0921
H 10.7211 9.1471 4.7209  0.0979
H 11.7711 10.2403 5.5909  0.1292
H 9.5348 11.1031 4.7365  0.0814
H 10.0728 11.3341 7.5663  0.1163
H 9.0261 13.0205 9.6901  0.1304
H 8.9736 15.5152 10.1018  0.0839
H 10.8509 16.9064 9.5857  0.0840
H 13.1499 15.7722 8.9425  0.0757
Br 23.4745 9.9096 15.4430  0.6987
C 22.0486 8.6995 15.5367  -0.7218
C 22.0869 7.6310 14.6291  -0.1817
C 20.9075 6.9942 14.2842  -0.0501
C 19.6796 7.4958 14.7883  -0.2567
C 19.6422 8.5486 15.7106  -0.0349
C 20.8186 9.1111 16.1093  -0.1342
N 18.4911 6.9627 14.2135  0.0105
N 17.3912 7.2764 14.8219  0.0383
C 16.1752 7.4750 14.2379  -0.2520
C 15.0916 7.7522 15.0629  -0.0437
C 14.0170 8.4955 14.6489  -0.0142
C 13.8838 8.9873 13.3016  -0.3527
O 12.8251 9.6041 12.9139  -0.1783
C 14.9572 8.6186 12.4029  -0.1697
N 14.6547 8.8611 11.0879  0.0444
C 15.6125 8.4848 10.1848  -0.1121
C 16.7018 7.6511 10.4888  -0.0512
C 16.8799 7.3362 11.8282  -0.0121
C 16.0564 7.8657 12.8303  -0.0817
H 23.0227 7.2898 14.1826  0.0899
H 20.9611 6.1423 13.5180  0.1259
H 18.6757 8.8675 16.0523  0.1030
H 20.8690 10.0145 16.7133  0.0966
H 15.1133 7.3430 16.1034  0.1219
H 13.1995 8.7129 15.3777  0.1176
H 15.4822 8.8507 9.1872  0.0939
H 17.3853 7.3631 9.6913  0.0987
H 17.7579 6.7320 12.1217  0.0983
C 11.8119 13.4214 13.5260  -0.1206
O 11.3673 12.8473 12.2517  -0.2470
H 12.4444 12.6110 13.9831  0.0698
H 10.9693 13.5095 14.2404  0.0764
H 12.3592 14.3557 13.4054  0.0834
H 10.6004 13.3645 11.8726  0.0822
C 5.4058 10.5403 15.4896  -0.0351
N 6.4285 10.4265 14.4223  -0.1319
C 7.7355 10.0365 14.4765  -0.0889
C 8.2479 9.9495 13.2191  -0.0320
N 7.2233 10.4116 12.3655  0.0589
C 6.1325 10.8191 13.1208  -0.8724
S 4.8282 11.5531 12.4647  0.5301
H 4.5388 10.9656 15.0281  0.0193
H 5.6609 11.1968 16.3507  0.0962
H 5.1651 9.5100 15.7918  0.0909
H 8.1562 9.8672 15.4577  0.1173
H 9.1623 9.6164 12.7605  0.1116
H 7.2743 10.5552 11.3879  0.1231
C 14.5813 12.3082 12.3386  -0.2325
C 15.2355 13.0410 13.0779  -0.2362
C 16.0557 13.8289 13.8880  -0.2277
C 15.8395 14.0933 15.2918  -0.1635
C 16.3613 15.1979 16.0871  -0.0742
C 16.0762 15.3162 17.4386  -0.1538
C 15.1746 14.4373 18.0405  -0.1718
C 14.6264 13.3909 17.2757  -0.1414
C 14.8692 13.2379 15.9250  -0.0548
C 17.3320 14.1893 13.2824  -0.2051
C 18.5146 14.4595 13.9911  -0.0605
C 19.7459 14.5274 13.3656  -0.1228
C 19.8159 14.5634 11.9753  -0.1750
C 18.6961 14.2989 11.2412  -0.1153
C 17.4559 14.0637 11.9000  -0.0392
H 17.0321 15.9076 15.5955  0.0899
H 16.6281 16.0199 18.0699  0.0860
H 14.8001 14.6326 19.0736  0.0809
H 13.9211 12.6600 17.7545  0.0962
H 14.4026 12.4975 15.2905  0.0817
H 18.4232 14.6662 15.0719  0.0864
H 20.6865 14.6038 13.9200  0.0888
H 20.7394 14.8099 11.4585  0.0778
H 18.8044 14.1442 10.1841  0.0782
H 16.5575 13.7147 11.4047  0.0757

Output
Highest occupied orbital energy in eV: -0.45
Energy above the lowest of the compared OMol25 structures with the same formula, charge and spin in kcal/mol: 66.2
Strongest force on any atom in eV/Å: 3.28
2S+1: 1
Orbital gap in eV: 3.79
Charge: -2
M in g/mol: 1238.0